Version a
This record from the OMol25 dataset describes a single C5H10N2O molecule. The level of theory is ωB97M-V/def2-TZVPD.

Summary:
**E_HOMO**: -6.46 eV
**Orbital gap**: 6.8 eV

XYZ file:
```
18
Properties=species:S:1:pos:R:3:lowdin_charge:R:1
O 2.28 -1.41 0.10 -0.27
H -1.29 -2.47 -0.21 0.09
H -2.72 1.06 0.64 0.10
H -2.51 -0.28 -0.41 0.10
H -0.55 -1.67 -1.61 0.09
H 1.25 2.08 1.17 0.08
C 1.22 1.93 0.09 -0.05
C -0.38 -1.98 -0.57 -0.01
C -0.89 0.17 0.76 -0.11
N -2.21 0.23 0.40 0.12
H 0.54 2.65 -0.37 0.08
C -0.02 -0.83 0.30 -0.30
H 0.90 0.30 -1.35 0.15
H 0.48 -2.65 -0.57 0.08
H -0.61 0.76 1.62 0.15
N 1.39 -0.55 0.59 -0.20
H 2.23 2.12 -0.29 0.09
C 0.88 0.52 -0.28 -0.18
```

***

Version b
This record from the OMol25 dataset describes a 2-piece molecular cluster, C5H10N2O overall. The level of theory is ωB97M-V/def2-TZVPD.

Summary:
**SMILES string**: [H]/N=C\C(=O)N=C.CC
**E_HOMO**: -9.84 eV
**Orbital gap**: 9.4 eV

XYZ file:
```
18
Properties=species:S:1:pos:R:3:lowdin_charge:R:1
H 1.61 1.65 -2.00 0.11
C -0.63 -2.15 -1.60 0.04
H -0.41 2.17 2.26 0.06
H 2.02 -0.48 -0.08 0.06
H -0.66 -0.76 1.39 0.05
C -0.01 1.16 2.13 -0.16
H 0.31 0.79 3.10 0.06
H 0.87 1.23 1.48 0.04
H -1.39 0.62 0.56 0.05
C -1.06 0.24 1.52 -0.18
H -0.93 -2.23 -2.64 0.10
C 1.42 0.74 -1.44 -0.17
N 2.26 0.39 -0.58 0.13
C 0.14 0.04 -1.78 -0.48
H -1.93 0.18 2.18 0.06
N -0.03 -1.16 -1.12 0.05
H -0.83 -3.00 -0.95 0.08
O -0.74 0.56 -2.43 0.10
```

***

Of them, version a has the lowest stability.

***

Version a
This record from the OMol25 dataset describes a 2-piece molecular cluster, C3H12N2O2 overall. The level of theory is ωB97M-V/def2-TZVPD.

Summary:
**SMILES string**: NCNCCO.O
**E_HOMO**: -8.75 eV
**Orbital gap**: 9.5 eV

XYZ file:
```
19
Properties=species:S:1:pos:R:3:lowdin_charge:R:1
C 0.37 1.31 0.19 -0.30
H -1.43 1.72 1.78 0.16
H 3.26 0.32 -1.75 0.05
O 2.97 0.22 -2.67 -0.03
H 1.70 0.15 1.05 0.06
H -0.95 -2.64 -0.88 0.08
H -1.78 1.07 0.09 0.12
H -1.45 -2.24 1.14 0.12
H 0.29 2.33 -0.22 0.13
H -2.63 -0.89 0.47 0.09
H 0.40 0.62 -0.59 0.07
C -1.61 -1.27 0.58 -0.33
C -0.94 1.04 0.87 -0.17
N -1.08 -1.59 -0.77 -0.02
H 3.27 1.00 -3.02 -0.01
H -0.27 -1.12 -1.19 0.04
H -0.69 -0.66 2.39 0.07
N -0.86 -0.39 1.47 -0.07
O 1.42 1.03 1.05 -0.04
```

***

Version b
This record from the OMol25 dataset describes a 3-piece molecular cluster, C3H12N2O2 overall. The level of theory is ωB97M-V/def2-TZVPD.

Summary:
**SMILES string**: C/C(N)=C/N.O.O
**E_HOMO**: -7.45 eV
**Orbital gap**: 8.3 eV

XYZ file:
```
19
Properties=species:S:1:pos:R:3:lowdin_charge:R:1
H -1.44 -0.38 6.08 0.03
H 0.20 2.33 -3.12 0.05
H 1.64 0.49 0.16 0.06
H -0.12 0.58 0.23 0.08
C 0.79 1.17 -0.04 -0.10
H -4.30 -5.74 0.17 0.03
C 1.22 1.63 -1.40 -0.39
C 2.34 1.06 -1.95 -0.17
H 3.52 1.05 -3.43 0.08
H 2.00 2.08 -3.64 0.06
O -4.43 -5.02 0.81 -0.06
H 2.87 0.30 -1.40 0.10
H -4.80 -4.27 0.35 0.02
H 0.88 1.94 0.74 0.06
N 0.07 2.13 -2.12 0.04
N 2.55 1.32 -3.32 0.03
O -1.53 -0.74 6.96 -0.06
H -0.65 1.40 -2.16 0.08
H -0.79 -1.34 7.07 0.03
```

***

Of them, version a has the lowest stability.